No. 1
This record from the OMol25 dataset describes a molecular structure, C4H6LiNaO2 in a non-equilibrium geometry. The level of theory is the ωB97M-V functional and the def2-TZVPD basis.

Computed properties:
LUMO energy (spin up / spin down) = -4.14 / -4.22 eV
2S+1 = 2
Net charge = +1
Electronic energy = -476.06716 Ha

Cartesian coordinates (Å):
O: -0.89 0.40 0.07
C: -2.11 0.77 0.20
C: -3.29 0.26 -0.17
Li: 0.53 1.45 -0.51
Na: -0.49 -1.41 0.99
H: -3.34 -0.63 -0.81
H: -4.22 0.75 0.11
C: 2.39 -0.65 -0.78
C: 2.26 -1.93 -0.39
O: 2.16 0.43 0.01
H: 2.77 -0.36 -1.76
H: 2.57 -2.72 -1.08
H: 1.95 -2.19 0.62
H: 2.24 0.21 0.95

These are the Löwdin partial charges, in e, on atoms 1 to 4: atom 1 (O): -0.373, atom 2 (C): -0.337, atom 3 (C): -0.051, atom 4 (Li): 0.789


No. 2
This record from the OMol25 dataset describes a molecular structure, C4H6LiOSn in a non-equilibrium geometry. The level of theory is the ωB97M-V functional and the def2-TZVPD basis.

Computed properties:
LUMO energy (spin up / spin down) = -9.25 / -9.30 eV
2S+1 = 2
Net charge = +2
Electronic energy = -452.34484 Ha

Cartesian coordinates (Å):
C: 0.46 -0.79 0.61
C: -0.23 -0.02 1.66
H: -0.20 -1.57 0.20
H: 1.40 -1.26 0.95
H: -1.24 0.35 1.47
H: 0.05 -0.19 2.71
Li: 0.84 1.95 1.26
O: -1.25 0.00 -1.88
C: -0.05 0.49 -1.67
C: 0.79 0.16 -0.67
Sn: -2.58 -1.05 -1.64
H: 1.74 0.68 -0.60
H: 0.28 1.25 -2.40

These are the Löwdin partial charges, in e, on atoms 1 to 4: atom 1 (C): -0.235, atom 2 (C): -0.024, atom 3 (H): 0.090, atom 4 (H): 0.129